The following is a quantum chemistry calculation of one molecule with the formula C27H26FN3O4, from the OMol25 dataset.

Geometry (Å):
1 O -0.7887 1.6363 -1.6666
2 C -0.1679 0.6263 -1.9273
3 N 1.0216 0.3126 -1.3923
4 H 1.4752 -0.5542 -1.6557
5 C 1.7094 1.1923 -0.4714
6 C 3.0244 1.6877 -1.0125
7 C 4.1180 1.8284 -0.1697
8 C 5.3204 2.3094 -0.6567
9 C 5.4428 2.6466 -1.9936
10 C 4.3556 2.5090 -2.8397
11 C 3.1513 2.0357 -2.3509
12 H 2.2992 1.9413 -3.0088
13 H 4.4440 2.7757 -3.8825
14 H 6.3821 3.0187 -2.3748
15 H 6.1638 2.4193 0.0087
16 H 4.0237 1.5665 0.8744
17 H 1.8695 0.6762 0.4819
18 H 1.0391 2.0411 -0.2957
19 C -0.7259 -0.4456 -2.8784
20 H 0.0565 -0.7993 -3.5588
21 H -1.5683 -0.0288 -3.4317
22 O -1.2590 -1.5428 -2.1431
23 C -0.4195 -2.4921 -1.7312
24 O 0.7732 -2.4722 -1.9492
25 C -1.1074 -3.5756 -0.9924
26 C -0.5126 -4.8354 -0.9896
27 C -1.1111 -5.8909 -0.3292
28 C -2.3108 -5.6941 0.3365
29 C -2.9022 -4.4423 0.3488
30 C -2.3071 -3.3691 -0.3014
31 C -3.0249 -2.0476 -0.2946
32 O -4.0923 -1.9252 -0.8636
33 N -2.4524 -1.0529 0.4190
34 C -1.2068 -1.1518 1.1395
35 H -0.9032 -2.1965 1.2221
36 C -1.3699 -0.5428 2.5429
37 N -1.8089 0.8318 2.4488
38 C -0.8628 1.8308 2.2372
39 C 0.3280 1.8234 2.9765
40 C 1.2742 2.8173 2.8333
41 C 1.0361 3.8525 1.9488
42 C -0.1370 3.9091 1.2222
43 C -1.0761 2.9052 1.3661
44 H -1.9678 2.9664 0.7667
45 H -0.3070 4.7240 0.5369
46 F 1.9670 4.8237 1.7975
47 H 2.1869 2.8006 3.4080
48 H 0.5154 1.0416 3.6958
49 C -3.0922 0.8759 1.7767
50 H -3.4636 1.8989 1.7451
51 C -3.0164 0.2851 0.3659
52 H -4.0083 0.2026 -0.0808
53 H -2.3881 0.9159 -0.2720
54 H -3.7882 0.2828 2.3803
55 H -0.4248 -0.6189 3.0760
56 H -2.1268 -1.1066 3.0977
57 H -0.4240 -0.5929 0.6088
58 H -3.8381 -4.2853 0.8637
59 H -2.7875 -6.5171 0.8474
60 H -0.6476 -6.8655 -0.3377
61 H 0.4180 -4.9654 -1.5213

Cartesian forces (eV/Å) of the 2 atoms listed first:
-0.24 0.42 -0.12
-0.12 -0.58 -0.25

Values from the calculation:
energy relative to the best compared isomer or geometry (same formula, charge and spin)	0.0463	eV
multiplicity	1
gap between HOMO and LUMO	7.85	eV
structure (SMILES)	O=C(COC(=O)c1ccccc1C(=O)N1CCN(c2ccc(F)cc2)CC1)NCc1ccccc1
LUMO level	0.13	eV

Listed below, in e, are the Löwdin charges computed for each atom:
1. O 0.059
2. C -0.467
3. N 0.084
4. H 0.131
5. C -0.120
6. C -0.200
7. C -0.044
8. C -0.084
9. C -0.094
10. C -0.082
11. C -0.035
12. H 0.111
13. H 0.102
14. H 0.100
15. H 0.102
16. H 0.108
17. H 0.124
18. H 0.113
19. C -0.029
20. H 0.138
21. H 0.144
22. O 0.032
23. C -0.429
24. O 0.105
25. C -0.080
26. C -0.001
27. C -0.063
28. C -0.058
29. C -0.004
30. C -0.084
31. C -0.434
32. O 0.088
33. N -0.027
34. C -0.097
35. H 0.133
36. C -0.127
37. N -0.098
38. C -0.227
39. C -0.024
40. C -0.019
41. C -0.295
42. C -0.011
43. C -0.023
44. H 0.104
45. H 0.124
46. F 0.047
47. H 0.118
48. H 0.106
49. C -0.132
50. H 0.121
51. C -0.091
52. H 0.130
53. H 0.105
54. H 0.129
55. H 0.109
56. H 0.131
57. H 0.121
58. H 0.125
59. H 0.107
60. H 0.106
61. H 0.122